C22H25FeN3O4Se | wB97M-V/def2-TZVPD

Structure (XYZ):
```
56
Properties=species:S:1:pos:R:3:lowdin_charge:R:1
Fe -0.02152 -3.44431 -0.46287 0.9113
O -3.47750 -3.98470 1.37280 0.1544
C -2.32425 -3.94760 1.06361 -0.5184
O -1.85135 -3.80768 -0.17766 -0.1693
C -1.18890 -4.06608 2.07450 -0.1379
C -1.22747 -4.31410 3.43213 0.0551
C -0.00614 -4.44116 4.09534 0.0112
C 1.20949 -4.35125 3.41584 0.0551
C 1.16039 -4.10209 2.05869 -0.1376
N -0.01601 -3.94301 1.47621 0.0272
C 2.28512 -4.01867 1.03227 -0.5176
O 3.44073 -4.09113 1.32573 0.1550
O 1.79972 -3.86460 -0.20252 -0.1691
H -2.17395 -4.42339 3.94207 0.1362
H -0.00208 -4.64199 5.15849 0.1251
H 2.15892 -4.48920 3.91313 0.1362
C -2.83800 0.47833 1.67288 -0.1037
C -2.47748 1.72479 0.87102 -0.2459
C -3.11101 1.75109 -0.51840 -0.1738
C -2.49418 0.76480 -1.50466 -0.1215
N -1.09551 1.09545 -1.80756 0.0002
C 0.00694 0.45663 -1.39186 -0.5593
Se 0.01945 -1.06261 -0.31024 0.9028
N 1.09996 1.10265 -1.82078 0.0001
C 2.50459 0.78289 -1.53457 -0.1218
C 3.12339 1.77292 -0.55304 -0.1739
C 2.50601 1.73824 0.84353 -0.2463
C 2.88929 0.49525 1.63991 -0.1041
C 0.68911 2.21733 -2.54422 -0.1301
C 1.41365 3.18794 -3.22794 0.0117
C 0.68094 4.15122 -3.89066 -0.0508
C -0.72189 4.14632 -3.88267 -0.0508
C -1.44023 3.17803 -3.21156 0.0117
C -0.70110 2.21259 -2.53604 -0.1301
H -2.47882 0.55795 2.69894 0.0784
H -2.40394 -0.42522 1.24221 0.0189
H -3.91983 0.33912 1.70916 0.0838
H -1.38871 1.82358 0.78694 0.0931
H -2.80963 2.61003 1.41582 0.1135
H -3.06508 2.75694 -0.94050 0.1049
H -4.17120 1.49913 -0.43494 0.1262
H -3.02508 0.77035 -2.45725 0.1361
H -2.51322 -0.25279 -1.11896 0.0940
H 3.02461 0.79548 -2.49304 0.1360
H 2.53659 -0.23537 -1.15176 0.0941
H 3.06315 2.77903 -0.97271 0.1050
H 4.18676 1.53076 -0.48202 0.1260
H 1.41531 1.82495 0.77184 0.0928
H 2.83442 2.62654 1.38557 0.1135
H 2.46184 -0.41281 1.21264 0.0196
H 2.53985 0.56935 2.66973 0.0783
H 3.97306 0.36924 1.66493 0.0834
H 2.49416 3.18985 -3.24532 0.1195
H 1.19909 4.92857 -4.43474 0.1160
H -1.25162 4.91998 -4.42082 0.1160
H -2.52084 3.17240 -3.21660 0.1195
```

Values from the calculation:
⟨S²⟩ = 8.766
spin multiplicity = 6
strongest force on any atom = 0.02106 Eh/bohr
total charge = +1
energy relative to the best compared isomer or geometry (same formula, charge and spin) = 0.00 kJ/mol
orbital gap (alpha / beta) = 8.594 / 6.516 eV

=====

C3H7NO | wB97M-V/def2-TZVPD

Structure (XYZ):
```
12
Properties=species:S:1:pos:R:3:lowdin_charge:R:1
C 1.28327 -0.92162 -2.04332 -0.0859
N 0.28312 -0.17707 -2.27810 -0.0864
C 0.11058 0.95822 -1.36552 -0.1631
H 1.87363 -1.40672 -2.82188 0.0656
H 1.50788 -1.14917 -0.98889 0.0722
H 0.00687 0.84933 -0.27503 0.0659
H 0.98930 1.61079 -1.36824 0.0704
H -0.68825 1.54735 -1.81392 0.0636
C -1.30217 -0.30491 3.25513 -0.1461
O -1.94333 -1.30746 3.08630 -0.0154
H -1.91723 0.61141 3.31760 0.0808
H -0.20366 -0.31015 3.29585 0.0784
```

Values from the calculation:
spin multiplicity = 1
strongest force on any atom = 0.04483 Eh/bohr
total charge = 0
energy relative to the best compared isomer or geometry (same formula, charge and spin) = 340.90 kJ/mol
orbital gap = 9.969 eV
SMILES string = C=NC.C=O